1.
{"formula": "C24H14Cl6OPY", "method": "the ωB97M-V functional and the def2-TZVPD basis", "symbols": ["Cl", "C", "H", "P", "C", "Cl", "C", "O", "C", "H", "C", "C", "H", "Cl", "C", "C", "C", "C", "C", "Cl", "C", "Y", "H", "C", "C", "H", "C", "H", "C", "H", "Cl", "C", "C", "C", "C", "H", "C", "C", "Cl", "C", "H", "C", "H", "H", "H", "H", "H"], "positions_angstrom": [[-2.532406, -1.701724, -0.182086], [3.359932, -2.589998, 2.012256], [-0.280846, 2.604811, -3.865903], [0.690153, -0.634972, -0.366091], [2.998164, -0.023077, 1.001335], [-5.520706, 5.901696, 2.676479], [0.229352, 1.201456, -2.319966], [-2.947369, 1.997318, 0.649299], [0.955440, -2.986749, -1.858888], [3.791292, 1.275409, -3.754964], [-4.666926, 4.435077, 2.805209], [2.119936, -1.049728, 0.644686], [1.225797, -4.755202, -3.032431], [-4.353124, 4.536860, 0.097902], [2.510928, 0.444621, -2.254425], [0.499034, 2.005792, -3.415506], [0.081794, -2.181822, -1.123257], [1.789953, 2.026419, -3.926207], [-4.157538, 3.835620, 1.650949], [-5.113092, 4.570658, 5.465068], [1.221290, 0.411798, -1.732978], [-1.553750, 0.633679, 0.588999], [3.296629, -0.152805, -1.809015], [-4.482372, 3.838605, 4.059598], [-0.804963, -4.540861, -2.376288], [-1.148930, -5.447996, -2.855602], [2.788903, 1.251936, -3.348315], [-2.752326, -4.050968, -1.583252], [0.523686, -4.150914, -2.473767], [2.874686, 0.978687, 0.604788], [-3.515384, 1.876996, 5.672765], [-1.711904, -3.766676, -1.663801], [4.241520, -1.574047, 2.350414], [-1.230328, -2.623392, -1.066262], [2.294422, -2.332506, 1.158857], [3.503567, -3.587870, 2.405002], [4.061213, -0.291064, 1.848275], [-3.779241, 2.642463, 4.166160], [-2.394185, 0.524320, 3.089894], [-3.296301, 2.078864, 2.996510], [2.019158, 2.652440, -4.778532], [-3.473993, 2.640102, 1.747667], [1.620015, -3.136965, 0.892031], [4.751618, 0.499612, 2.109201], [-0.805596, 1.189115, -1.967194], [1.995616, -2.692497, -1.943926], [5.077205, -1.782539, 3.005327]], "forces_ev_per_angstrom": [[0.224, -0.221, -0.144], [-0.044, 0.011, -0.056], [0.011, -0.007, 0.019], [0.680, -0.571, -0.469], [0.048, 0.019, 0.031], [0.011, -0.012, 0.015], [0.020, 0.135, -0.059], [-1.068, 1.404, 0.910], [0.095, -0.031, -0.036], [-0.013, 0.002, 0.011], [-0.032, 0.036, -0.046], [-0.019, -0.034, 0.038], [-0.014, 0.018, 0.008], [0.000, -0.043, 0.154], [0.042, -0.037, -0.021], [0.080, -0.038, 0.035], [0.126, 0.028, 0.011], [0.022, 0.021, -0.029], [-0.198, 0.317, -0.203], [0.008, -0.001, -0.019], [-0.123, 0.052, -0.125], [0.258, -0.451, 0.050], [-0.001, -0.002, -0.002], [-0.092, 0.163, 0.062], [-0.023, -0.027, -0.007], [0.021, 0.018, 0.005], [-0.011, 0.005, 0.011], [0.032, 0.010, 0.000], [-0.013, 0.007, 0.005], [-0.016, -0.011, -0.005], [-0.031, 0.060, -0.081], [0.132, -0.057, -0.059], [0.041, -0.012, 0.031], [-0.362, 0.113, 0.125], [0.075, -0.059, 0.057], [-0.003, 0.018, -0.009], [-0.038, -0.006, -0.034], [0.105, -0.217, 0.057], [-0.307, 0.427, 0.232], [0.118, -0.354, 0.440], [0.000, -0.016, 0.012], [0.418, -0.587, -0.980], [-0.004, 0.024, 0.005], [-0.002, -0.012, 0.008], [-0.110, -0.092, 0.043], [-0.025, 0.004, 0.008], [-0.017, 0.006, 0.000]], "mulliken_charge": [-0.227, -0.698, 0.446, 0.362, -0.543, -0.116, -0.359, -0.784, 0.058, 0.427, 0.057, 0.742, 0.439, -0.136, -0.071, -1.036, -0.036, -0.494, 0.284, -0.122, 1.341, 0.946, 0.459, 0.509, -0.418, 0.420, -0.760, 0.496, -0.946, 0.447, -0.143, -0.855, -0.517, 1.084, -0.511, 0.436, -0.739, -0.501, -0.248, 1.028, 0.426, 0.086, 0.374, 0.424, 0.113, 0.431, 0.421], "multiplicity": 1, "total_charge": 2, "energy_ha": -4138.54597, "orbital_gap_ha": 0.25454}


2.
{"formula": "C24H15B3F9O31V", "method": "the ωB97M-V functional and the def2-TZVPD basis", "symbols": ["C", "H", "O", "O", "C", "B", "F", "B", "C", "O", "H", "C", "H", "H", "O", "C", "O", "H", "F", "F", "O", "F", "C", "H", "O", "C", "O", "O", "C", "V", "O", "H", "O", "B", "C", "C", "O", "O", "H", "O", "C", "O", "C", "C", "C", "C", "F", "O", "O", "C", "C", "C", "C", "O", "O", "H", "H", "O", "C", "F", "H", "C", "O", "H", "F", "O", "O", "F", "O", "C", "F", "O", "H", "H", "C", "O", "O", "C", "H", "O", "O", "O", "O"], "positions_angstrom": [[-16.561129, 16.816881, 15.767391], [-10.439247, 20.126851, 18.690189], [-8.206990, 22.287331, 14.275873], [-15.169512, 21.004373, 17.983633], [-17.011145, 19.712208, 13.172261], [-20.422270, 19.565807, 16.249257], [-17.856331, 17.035932, 20.410469], [-10.621239, 19.974453, 15.102529], [-13.002894, 19.029483, 22.178399], [-20.803340, 20.671751, 15.400232], [-9.599543, 21.695303, 18.650427], [-19.687469, 15.563910, 12.828077], [-13.975872, 16.731949, 17.917356], [-14.257226, 22.336567, 14.901199], [-22.003858, 18.011701, 13.613725], [-20.200974, 14.919386, 14.134679], [-18.511025, 16.094364, 13.066945], [-12.926826, 14.632677, 17.551282], [-16.755836, 18.579829, 21.438533], [-16.553275, 18.488627, 12.910132], [-21.719986, 20.935148, 13.376900], [-14.080622, 19.644435, 22.688694], [-13.533788, 14.722417, 18.447831], [-14.471259, 14.235596, 18.172469], [-16.841492, 14.941170, 14.491926], [-13.312320, 22.778027, 12.962515], [-13.220857, 19.942394, 19.986675], [-20.317657, 15.648775, 11.812834], [-16.660799, 17.384642, 20.907993], [-15.557135, 19.642792, 17.405441], [-13.535330, 19.291837, 16.791429], [-13.901745, 23.607507, 12.565211], [-21.280690, 14.465884, 14.342752], [-18.075241, 15.762929, 14.449580], [-16.007702, 15.464958, 15.336582], [-10.995321, 21.507801, 20.304689], [-11.447883, 20.523949, 21.250689], [-17.717548, 16.991580, 15.175301], [-12.483734, 23.248931, 13.486171], [-14.950731, 14.991962, 15.667224], [-14.074020, 21.884114, 13.922968], [-20.115381, 19.650213, 19.662879], [-18.723889, 19.620108, 17.724155], [-10.007997, 20.919577, 19.298056], [-11.477545, 18.117708, 16.129232], [-21.459475, 18.719495, 14.395444], [-12.121926, 18.971725, 23.180757], [-15.290142, 21.355766, 13.394958], [-21.042553, 19.621804, 17.594797], [-21.394567, 20.250250, 14.301434], [-15.622304, 17.340937, 19.768952], [-12.419117, 19.307994, 16.330639], [-20.066124, 19.692783, 18.465527], [-15.763253, 20.188062, 15.202683], [-17.600797, 19.653956, 18.207757], [-13.024506, 22.179258, 12.099838], [-12.993116, 16.696434, 19.326450], [-20.935093, 18.348169, 15.580866], [-13.806702, 16.163025, 18.832424], [-18.169004, 19.648167, 13.790217], [-13.389488, 21.071363, 14.184990], [-15.933911, 20.411973, 14.030900], [-11.691728, 17.015550, 16.529067], [-9.137069, 20.544359, 19.838543], [-16.345850, 16.506356, 21.856207], [-14.975215, 16.213493, 19.672423], [-10.434419, 18.565817, 15.475698], [-13.334841, 17.798299, 21.827991], [-16.001763, 17.610556, 16.492222], [-9.949907, 20.954044, 13.152612], [-17.163431, 20.377761, 12.032223], [-9.504027, 20.880217, 15.438613], [-13.137340, 14.140739, 19.280551], [-11.792377, 22.036013, 19.783078], [-12.564669, 19.903927, 20.986010], [-15.418508, 18.292727, 19.057953], [-19.188164, 14.978726, 14.997360], [-9.104477, 21.505093, 14.332913], [-10.466217, 22.300856, 20.830497], [-18.963005, 19.579604, 16.456945], [-10.878258, 20.156801, 13.675521], [-11.812858, 20.368165, 15.907353], [-9.828964, 21.217229, 11.998817]], "forces_ev_per_angstrom": [[-1.357, 0.132, -0.834], [-0.019, 0.013, -0.011], [-0.173, 0.172, -0.185], [-0.408, 0.085, -0.051], [0.375, 0.243, -0.443], [-1.870, -0.822, -0.986], [0.120, 0.082, -0.107], [0.648, 0.633, 0.156], [-0.124, 0.954, 0.939], [0.334, 0.800, 0.720], [-0.343, 0.088, -0.122], [-1.582, 0.228, -0.452], [-0.307, -0.076, 0.062], [-0.351, 0.350, -0.232], [0.186, -0.320, -0.258], [0.057, 0.024, -0.195], [1.337, 0.180, 0.686], [0.302, 0.300, 0.192], [0.183, 0.475, 0.025], [-0.069, -0.161, -0.031], [-0.209, -0.168, 0.240], [-0.486, -0.140, -0.052], [-0.551, -0.341, 0.508], [-0.097, 0.197, 0.004], [-0.481, 0.145, -0.105], [-1.214, 0.084, -0.459], [-0.017, 0.106, -0.051], [0.441, -0.210, 0.134], [-0.582, -0.837, -0.187], [-0.129, -0.993, -0.144], [-1.299, -0.615, 0.573], [-0.247, -0.077, 0.175], [0.058, -0.153, -0.022], [-1.210, -1.095, -1.608], [1.297, -0.931, -0.194], [0.950, 0.768, -1.270], [0.364, 0.812, 0.211], [0.855, 0.369, 1.220], [0.269, -0.392, -0.057], [-0.214, 0.506, 0.312], [1.398, 0.104, 1.543], [-0.227, 0.414, -0.135], [-0.175, 0.541, -1.422], [0.176, -0.062, 0.510], [-0.188, -0.373, 0.171], [-0.751, -0.296, 0.575], [0.302, -0.249, -0.365], [-0.341, -0.687, -1.238], [1.026, 0.543, 0.084], [0.484, 0.068, -0.868], [0.983, -0.774, -0.246], [0.432, 0.740, -0.308], [0.060, -1.073, 1.461], [0.025, -0.861, 1.589], [1.076, -0.024, -0.009], [0.502, 0.111, 0.090], [-0.038, -0.315, 0.358], [0.666, 0.668, -0.439], [0.649, 0.103, -1.746], [-0.036, -0.068, 0.199], [-0.359, -0.289, -0.261], [0.105, 1.710, 0.137], [0.043, -0.233, 0.117], [-0.108, -0.294, -0.008], [0.125, 0.000, 0.154], [-0.789, 0.338, 1.043], [0.424, -0.057, -0.234], [-0.067, -0.304, -0.310], [0.358, 0.811, 0.517], [-0.107, 0.429, -0.021], [-0.104, -0.145, -0.096], [-0.594, -0.637, -0.062], [0.270, 0.075, -0.065], [-0.515, -0.560, 0.178], [0.035, -0.824, -0.352], [-0.059, 1.374, -0.698], [0.490, 0.526, 0.761], [0.605, -0.330, 0.023], [-0.090, -0.336, 0.636], [0.598, -0.220, 0.489], [-0.071, -0.359, 0.265], [-0.739, 0.319, -0.050], [0.087, 0.075, -0.068]], "mulliken_spin": [0.001, 0.000, 0.000, -0.226, 0.000, -0.006, 0.000, -0.002, 0.000, 0.000, 0.000, 0.000, 0.003, 0.000, 0.000, 0.000, 0.000, 0.000, 0.000, 0.000, 0.000, 0.000, 0.000, 0.000, 0.000, 0.000, 0.004, 0.000, 0.002, 1.167, 0.002, 0.000, 0.000, 0.001, 0.001, 0.000, 0.000, 0.004, 0.000, 0.000, -0.001, 0.000, -0.001, 0.000, -0.002, 0.000, 0.000, 0.001, 0.000, 0.000, 0.008, 0.018, 0.002, 0.010, -0.012, 0.000, 0.000, 0.000, 0.000, 0.000, 0.001, 0.006, 0.001, 0.000, 0.000, 0.001, 0.000, 0.000, -0.046, 0.000, 0.000, 0.001, 0.000, 0.000, 0.002, 0.041, 0.000, 0.000, 0.000, 0.012, 0.000, 0.005, 0.000], "multiplicity": 2, "total_charge": -1, "energy_ha": -5174.30567, "orbital_gap_ha": [0.26900, 0.26755], "s_squared": 0.772}